# C45H41ClGeMnN2OPS

A structure of composition C45H41ClGeMnN2OPS (ωB97M-V/def2-TZVPD, OMol25).

Positions of all 94 atoms, in Å:
Mn1 0.179 0.102 0.381
C1 -0.382 3.410 1.892
C2 -0.745 3.333 0.411
C3 0.496 3.058 -0.437
C4 -1.826 2.286 0.117
C5 -3.200 2.660 0.692
O1 -3.655 1.450 1.317
C6 -2.685 0.555 1.278
N1 -1.594 0.933 0.683
C7 -3.041 -0.768 1.814
C8 -4.306 -0.878 2.404
C9 -4.820 -2.106 2.775
C10 -4.102 -3.262 2.511
C11 -2.839 -3.170 1.948
C12 -2.273 -1.936 1.637
P1 -0.551 -1.941 1.041
C13 -0.622 -3.111 -0.353
C14 -1.777 -3.190 -1.132
C15 -1.843 -4.088 -2.184
C16 -0.757 -4.900 -2.472
C17 0.401 -4.809 -1.713
C18 0.476 -3.915 -0.659
C19 0.474 -2.841 2.249
C20 1.849 -2.649 2.094
C21 2.750 -3.316 2.905
C22 2.281 -4.165 3.894
C23 0.916 -4.331 4.075
C24 0.009 -3.682 3.253
H1 0.428 4.119 2.048
H2 -0.053 2.428 2.234
H3 -1.224 3.732 2.503
H4 -1.165 4.294 0.094
H5 0.969 2.098 -0.140
H6 1.240 3.836 -0.278
H7 0.255 3.045 -1.501
H8 -1.900 2.183 -0.974
H9 -3.922 2.957 -0.065
H10 -3.144 3.439 1.454
H11 -4.890 0.016 2.560
H12 -5.794 -2.160 3.240
H13 -4.520 -4.231 2.745
H14 -2.287 -4.074 1.725
H15 -2.632 -2.566 -0.899
H16 -2.745 -4.149 -2.777
H17 -0.812 -5.606 -3.289
H18 1.250 -5.439 -1.941
H19 1.374 -3.858 -0.060
H20 2.199 -1.962 1.332
H21 3.812 -3.162 2.770
H22 2.973 -4.701 4.528
H23 0.549 -4.967 4.868
H24 -1.046 -3.822 3.423
Cl1 0.264 -1.532 -3.223
C25 0.525 -0.141 -2.110
H25 -0.469 0.128 -1.720
H26 0.921 0.673 -2.718
S1 3.918 -1.645 -1.073
C26 2.534 -0.999 -1.110
N2 1.408 -0.487 -1.031
C27 0.956 0.400 1.821
Ge1 1.944 0.643 3.565
C28 0.810 -0.400 4.800
C29 1.266 -0.876 6.023
C30 0.384 -1.492 6.900
C31 -0.959 -1.607 6.573
C32 -1.421 -1.119 5.359
C33 -0.538 -0.521 4.475
C34 3.764 0.198 2.971
C35 4.725 -0.332 3.827
C36 6.042 -0.453 3.407
C37 6.405 -0.039 2.133
C38 5.452 0.489 1.273
C39 4.135 0.608 1.694
C40 2.010 2.453 4.337
C41 3.245 2.977 4.707
C42 3.309 4.155 5.438
C43 2.143 4.814 5.793
C44 0.911 4.305 5.406
C45 0.841 3.120 4.692
H27 2.308 -0.762 6.296
H28 0.750 -1.872 7.843
H29 -1.645 -2.074 7.266
H30 -2.470 -1.205 5.100
H31 -0.874 -0.149 3.510
H32 4.435 -0.640 4.824
H33 6.791 -0.847 4.080
H34 7.434 -0.117 1.811
H35 5.744 0.832 0.289
H36 3.383 1.033 1.035
H37 4.159 2.463 4.432
H38 4.272 4.544 5.741
H39 2.187 5.719 6.383
H40 -0.001 4.820 5.674
H41 -0.124 2.706 4.425

As for the highest occupied orbital energy (alpha / beta): -13.5 / -13.5 eV. Its net charge is +2. The calculation puts the HOMO-LUMO gap (alpha / beta) at 7.132 / 7.302 eV. Its energy above the lowest of the compared OMol25 structures with the same formula, charge and spin is 1.7 kJ/mol. For the energy, the calculation gives -172824.10889 eV.

# C8H15NO4

The molecule C8H15NO4 (ωB97M-V/def2-TZVPD, OMol25).

Positions of all 28 atoms, in Å:
C1 -1.742 0.291 -0.485
C2 -1.753 -0.773 -1.452
C3 -0.480 -1.308 -1.986
C4 0.148 -2.279 -1.040
C5 0.706 -1.588 0.190
C6 2.063 -0.744 -0.016
C7 2.390 0.128 1.402
C8 2.385 1.548 1.176
H1 -3.634 -1.051 1.229
H2 -3.171 1.240 0.456
H3 -2.448 -1.508 -1.162
H4 -2.359 -0.451 -2.306
H5 -0.694 -1.902 -2.898
H6 0.223 -0.533 -2.198
H7 1.092 -2.769 -1.587
H8 -0.626 -3.002 -0.694
H9 -0.040 -0.845 0.611
H10 0.743 -2.339 0.961
H11 1.919 -0.068 -0.861
H12 2.884 -1.463 -0.346
H13 1.671 -0.056 2.249
H14 3.423 -0.149 1.689
H15 0.534 1.458 0.420
N1 -2.889 0.354 0.245
O1 -3.867 -0.571 0.416
O2 -0.897 1.148 -0.526
O3 1.352 2.032 0.524
O4 3.212 2.304 1.584

As for the highest occupied orbital energy: -9.6 eV. Its net charge is 0. The calculation puts the HOMO-LUMO gap at 9.807 eV. Its SMILES is O=C(O)CCCCCCC(=O)NO. Its energy above the lowest of the compared OMol25 structures with the same formula, charge and spin is 270.4 kJ/mol. For the energy, the calculation gives -18217.02145 eV.

# C26H22NO6S2

A cluster of 2 separate species, C26H22NO6S2 in total (ωB97M-V/def2-TZVPD, OMol25).

Positions of all 57 atoms, in Å:
C1 -5.947 0.590 -2.581
O1 -5.613 0.280 -1.220
C2 -4.314 0.036 -0.913
C3 -4.001 0.035 0.461
C4 -2.681 0.053 0.828
C5 -1.606 -0.112 -0.049
C6 -0.259 -0.125 0.480
C7 0.816 0.372 -0.203
S1 2.515 -0.199 -0.003
C8 2.684 -1.755 -0.891
C9 2.623 -2.954 -0.175
C10 2.864 -4.163 -0.834
C11 3.169 -4.176 -2.200
C12 3.213 -2.971 -2.909
C13 2.963 -1.758 -2.261
O2 3.336 0.724 -0.764
O3 2.800 -0.447 1.389
S2 0.594 1.625 -1.465
C14 1.845 2.902 -1.291
C15 2.544 3.354 -2.409
C16 3.521 4.340 -2.236
C17 3.755 4.886 -0.968
C18 3.005 4.452 0.133
C19 2.022 3.472 -0.033
O4 0.821 0.924 -2.713
O5 -0.646 2.333 -1.221
C20 -1.940 -0.233 -1.425
C21 -3.261 -0.133 -1.859
H1 -7.001 0.857 -2.537
H2 -5.351 1.434 -2.950
H3 -5.798 -0.292 -3.211
H4 -4.784 0.121 1.203
H5 -2.454 0.267 1.874
H6 -0.097 -0.508 1.474
H7 2.412 -2.930 0.893
H8 2.826 -5.094 -0.268
H9 3.376 -5.123 -2.708
H10 3.454 -2.972 -3.973
H11 2.995 -0.818 -2.810
H12 2.332 2.915 -3.385
H13 4.099 4.672 -3.099
H14 4.517 5.659 -0.837
H15 3.173 4.868 1.129
H16 1.407 3.133 0.802
H17 -1.144 -0.394 -2.151
H18 -3.463 -0.126 -2.935
N1 -1.037 -0.939 3.142
C22 -2.079 -0.437 3.925
O6 -2.805 0.503 3.497
C23 -2.368 -1.001 5.231
C24 -1.622 -2.039 5.720
C25 -0.582 -2.533 4.912
C26 -0.323 -1.932 3.663
H19 -3.213 -0.546 5.740
H20 -1.839 -2.449 6.707
H21 0.027 -3.374 5.233
H22 0.522 -2.275 3.049

As for the highest occupied orbital energy: -3.9 eV. Its net charge is -1. The calculation puts the HOMO-LUMO gap at 6.091 eV. Its energy above the lowest of the compared OMol25 structures with the same formula, charge and spin is 60.7 kJ/mol. For the energy, the calculation gives -62763.03909 eV.

# C4H3BrF2

A cluster of 3 separate species, C4H3BrF2 in total (ωB97M-V/def2-TZVPD, OMol25).

Positions of all 10 atoms, in Å:
C1 -0.607 0.673 -0.106
C2 -2.673 0.293 0.701
C3 0.693 1.176 -0.103
C4 -3.721 0.759 0.978
F1 1.206 2.049 0.729
F2 1.571 0.843 -1.058
Br1 5.288 -0.016 0.218
H1 -0.708 -0.112 -0.843
H2 4.624 0.774 -0.778
H3 -4.702 0.702 1.127

As for the highest occupied orbital energy: -10.4 eV. Its net charge is 0. The calculation puts the HOMO-LUMO gap at 8.468 eV. Its energy above the lowest of the compared OMol25 structures with the same formula, charge and spin is 551.4 kJ/mol. For the energy, the calculation gives -79665.92848 eV.

# C11H14N2

A cluster of 2 separate species, C11H14N2 in total (ωB97M-V/def2-TZVPD, OMol25).

Positions of all 27 atoms, in Å:
C1 0.767 4.101 -0.040
C2 1.552 0.507 0.978
C3 2.607 0.201 0.133
C4 0.997 1.783 0.982
C5 1.284 2.697 -0.034
C6 2.941 1.122 -0.867
C7 2.327 2.348 -0.910
H1 1.291 -0.186 1.768
H2 3.121 -0.745 0.221
H3 0.158 2.042 1.623
H4 3.729 0.904 -1.577
H5 0.577 4.405 -1.077
H6 1.457 4.890 0.274
H7 2.582 3.116 -1.631
H8 -0.132 4.264 0.548
C8 -1.265 -4.138 -0.256
C9 -1.755 -0.675 0.411
C10 -1.772 -2.764 -0.114
C11 -2.982 -2.248 -0.549
N1 -1.076 -1.780 0.520
N2 -2.986 -0.928 -0.121
H9 -1.494 0.295 0.793
H10 -3.586 -0.257 -0.568
H11 -3.814 -2.563 -1.155
H12 -1.073 -4.549 0.737
H13 -0.330 -4.114 -0.815
H14 -1.956 -4.797 -0.770

As for the highest occupied orbital energy: -8.5 eV. Its net charge is 0. The calculation puts the HOMO-LUMO gap at 9.339 eV. Its SMILES is Cc1c[nH]cn1.Cc1ccccc1. Its energy above the lowest of the compared OMol25 structures with the same formula, charge and spin is 33.3 kJ/mol. For the energy, the calculation gives -14614.07489 eV.

# C35H46NO7PSSiTe4Y

A structure of composition C35H46NO7PSSiTe4Y (ωB97M-V/def2-TZVPD, OMol25).

Positions of all 97 atoms, in Å:
Y1 0.742 0.167 -0.016
O1 1.069 -2.125 -0.745
N1 1.390 -2.471 -1.970
C1 0.531 -2.216 -2.974
C2 0.840 -2.552 -4.270
C3 2.064 -3.149 -4.545
C4 2.931 -3.399 -3.504
C5 2.589 -3.071 -2.197
S1 3.612 -3.561 -0.865
H1 -0.358 -1.683 -2.680
H2 0.129 -2.314 -5.048
H3 2.345 -3.395 -5.561
H4 3.908 -3.833 -3.660
Te1 3.768 -1.572 0.526
Te2 6.267 -0.888 0.208
Te3 5.774 1.066 -1.781
Te4 3.289 0.377 -2.473
C6 -3.964 -1.543 3.114
C7 -3.362 -2.738 2.747
C8 -1.979 -2.823 2.653
C9 -1.176 -1.713 2.914
C10 -1.793 -0.508 3.260
C11 -3.173 -0.430 3.371
P1 0.649 -1.762 2.672
C12 1.254 -0.969 4.207
C13 2.472 -0.298 4.174
C14 2.992 0.267 5.331
C15 2.299 0.176 6.527
C16 1.072 -0.476 6.567
C17 0.555 -1.043 5.413
C18 0.967 -3.552 2.996
C19 1.137 -4.351 1.868
C20 1.374 -5.715 1.991
C21 1.458 -6.294 3.247
C22 1.308 -5.503 4.381
C23 1.065 -4.144 4.256
H5 -5.042 -1.478 3.197
H6 -3.968 -3.611 2.540
H7 -1.520 -3.766 2.381
H8 -1.175 0.366 3.426
H9 -3.633 0.511 3.649
H10 2.979 -0.176 3.228
H11 3.937 0.793 5.286
H12 2.704 0.623 7.427
H13 0.518 -0.539 7.495
H14 -0.409 -1.538 5.444
H15 1.097 -3.896 0.884
H16 1.511 -6.317 1.101
H17 1.653 -7.355 3.346
H18 1.387 -5.948 5.365
H19 0.966 -3.538 5.146
O2 1.852 1.006 1.517
O3 0.430 0.866 1.903
C24 1.964 3.880 -0.641
C25 0.469 3.755 -0.399
C26 0.141 3.891 1.080
C27 -0.309 4.786 -1.209
O4 0.082 2.414 -0.811
Si1 -0.685 1.804 -2.163
O5 -0.292 0.270 -2.039
O6 -0.155 2.632 -3.464
C28 -0.317 2.358 -4.857
C29 0.872 3.017 -5.544
C30 -0.304 0.855 -5.121
C31 -1.634 2.976 -5.313
O7 -2.309 2.076 -2.066
C32 -3.254 1.577 -1.112
C33 -4.295 0.792 -1.902
C34 -2.616 0.675 -0.051
C35 -3.889 2.790 -0.441
H20 2.307 4.873 -0.340
H21 2.196 3.722 -1.695
H22 2.498 3.130 -0.055
H23 0.447 4.880 1.430
H24 0.650 3.122 1.658
H25 -0.936 3.788 1.239
H26 -0.059 5.784 -0.846
H27 -1.385 4.636 -1.092
H28 -0.060 4.723 -2.268
H29 1.799 2.579 -5.173
H30 0.883 4.086 -5.325
H31 0.817 2.880 -6.627
H32 0.611 0.413 -4.722
H33 -0.358 0.670 -6.196
H34 -1.154 0.367 -4.637
H35 -1.629 4.049 -5.115
H36 -2.462 2.529 -4.760
H37 -1.790 2.816 -6.382
H38 -3.819 -0.057 -2.396
H39 -4.742 1.431 -2.665
H40 -5.082 0.419 -1.244
H41 -2.147 -0.179 -0.542
H42 -3.380 0.310 0.636
H43 -1.880 1.238 0.528
H44 -4.318 3.449 -1.197
H45 -3.133 3.346 0.116
H46 -4.674 2.482 0.252

As for the highest occupied orbital energy: -3.8 eV. Its net charge is -1. The calculation puts the HOMO-LUMO gap at 5.759 eV. Its energy above the lowest of the compared OMol25 structures with the same formula, charge and spin is 75.8 kJ/mol. For the energy, the calculation gives -111091.71445 eV.